A 2-piece molecular cluster, C43H44N3Si overall, computed with ωB97M-V/def2-TZVPD.

Summary:
Energy above the lowest of the compared OMol25 structures with the same formula, charge and spin = 29.7 kcal per mole
E_HOMO = -10.272 eV
Maximum force = 3.8 eV Å⁻¹
Energy = -57647.2083 eV
Total charge = +1

Each atom is followed by the atoms it is bonded to, with distances in Å.
Geometry (Å):
1 C -1.0458 -3.5983 -3.6943  C2 1.398, C24 1.402, H25 1.091
2 C 0.1525 -4.2284 -3.3449  C1 1.398, C3 1.400, H26 1.091
3 C 0.8931 -3.7593 -2.2540  C2 1.400, C4 1.407, H27 1.095
4 C 0.4076 -2.6967 -1.4696  C3 1.407, Si5 1.864, C23 1.400
5 Si 1.3186 -2.2119 0.0824  C4 1.864, C6 1.876, C12 1.866, C18 1.885
6 C 1.8282 -3.8747 0.7866  Si5 1.876, C7 1.400, C11 1.405
7 C 3.1803 -4.2308 0.8497  C6 1.400, C8 1.401, H28 1.092
8 C 3.5630 -5.4782 1.3591  C7 1.401, C9 1.398, H29 1.091
9 C 2.5925 -6.3925 1.7789  C8 1.398, C10 1.399, H30 1.092
10 C 1.2374 -6.0576 1.6789  C9 1.399, C11 1.399, H31 1.089
11 C 0.8544 -4.8135 1.1676  C6 1.405, C10 1.399, H32 1.093
12 C 2.8428 -1.1827 -0.2316  Si5 1.866, C13 1.400, C17 1.405
13 C 3.1012 -0.6033 -1.4792  C12 1.400, C14 1.399, H33 1.093
14 C 4.3259 0.0324 -1.7098  C13 1.399, C15 1.397, H34 1.089
15 C 5.2836 0.1166 -0.6963  C14 1.397, C16 1.396, H35 1.091
16 C 4.9956 -0.3885 0.5724  C15 1.396, C17 1.398, H36 1.090
17 C 3.7678 -1.0128 0.8120  C12 1.405, C16 1.398, H37 1.096
18 C 0.3445 -1.2248 1.3593  Si5 1.885, C19 1.533, N22 1.472, H38 1.110
19 C -0.5243 -2.0459 2.3193  C18 1.533, C20 1.537, H39 1.098, H40 1.098
20 C -1.5589 -1.0437 2.8557  C19 1.537, C21 1.534, H41 1.095, H42 1.096
21 C -1.4342 0.2057 1.9746  C20 1.534, N22 1.469, H43 1.093, H44 1.102
22 N -0.4981 -0.1138 0.8884  C18 1.472, C21 1.469, H45 1.017
23 C -0.7941 -2.0698 -1.8198  C4 1.400, C24 1.401, H46 1.093
24 C -1.5172 -2.5205 -2.9323  C1 1.402, C23 1.401, H47 1.090
25 H -1.6004 -3.9440 -4.5682  C1 1.091
26 H 0.5259 -5.0837 -3.9096  C2 1.091
27 H 1.8440 -4.2284 -1.9812  C3 1.095
28 H 3.9450 -3.5438 0.4807  C7 1.092
29 H 4.6232 -5.7274 1.4290  C8 1.091
30 H 2.8942 -7.3664 2.1707  C9 1.092
31 H 0.4749 -6.7654 2.0022  C10 1.089
32 H -0.2079 -4.5924 1.0376  C11 1.093
33 H 2.3492 -0.6698 -2.2701  C13 1.093
34 H 4.5364 0.4565 -2.6907  C14 1.089
35 H 6.2498 0.5854 -0.8873  C15 1.091
36 H 5.7225 -0.3107 1.3807  C16 1.090
37 H 3.5481 -1.3996 1.8142  C17 1.096
38 H 1.1860 -0.7989 1.9443  C18 1.110
39 H -1.0347 -2.8462 1.7679  C19 1.098
40 H 0.0985 -2.5003 3.1008  C19 1.098
41 H -2.5806 -1.4320 2.7926  C20 1.095
42 H -1.3492 -0.7661 3.8947  C20 1.096
43 H -2.4184 0.4693 1.5780  C21 1.093
44 H -1.1015 1.0910 2.5398  C21 1.102
45 H 0.1146 0.6713 0.6839  N22 1.017
46 H -1.1554 -1.2501 -1.1935  C23 1.093
47 H -2.4499 -2.0262 -3.2043  C24 1.090
48 C -0.5314 3.3629 -3.1478  C49 1.474, H71 1.097, H72 1.103, H73 1.099
49 C 0.2449 3.1989 -1.9059  C48 1.474, N50 1.360, C58 1.415
50 N 1.5308 3.6273 -1.7927  C49 1.360, C51 1.450, C52 1.396
51 C 2.3363 4.1476 -2.8800  N50 1.450, H74 1.094, H75 1.095, H76 1.099
52 C 2.0073 3.3929 -0.5020  N50 1.396, C53 1.418, C57 1.385
53 C 0.9440 2.8312 0.2502  C52 1.418, C54 1.398, C58 1.466
54 C 1.1690 2.5444 1.6001  C53 1.398, C55 1.410, H77 1.092
55 C 2.4790 2.6832 2.1021  C54 1.410, C56 1.404, H78 1.091
56 C 3.5479 3.0881 1.2863  C55 1.404, C57 1.403, H79 1.092
57 C 3.3121 3.4659 -0.0440  C52 1.385, C56 1.403, H80 1.087
58 C -0.1603 2.6057 -0.6865  C49 1.415, C53 1.466, C59 1.440
59 C -1.2929 1.7212 -0.5944  C58 1.440, C60 1.404, H81 1.097
60 C -2.6234 2.0556 -0.2946  C59 1.404, C61 1.430, C66 1.459
61 C -3.1465 3.1325 0.4865  C60 1.430, C62 1.474, N63 1.361
62 C -2.5664 4.4547 0.7808  C61 1.474, H82 1.093, H83 1.103, H84 1.098
63 N -4.3597 2.7510 0.9704  C61 1.361, C64 1.447, C65 1.406
64 C -5.1893 3.5041 1.8852  N63 1.447, H85 1.093, H86 1.092, H87 1.101
65 C -4.7259 1.4864 0.4755  N63 1.406, C66 1.410, C70 1.390
66 C -3.6966 1.0716 -0.3938  C60 1.459, C65 1.410, C67 1.392
67 C -3.6523 -0.2446 -0.8441  C66 1.392, C68 1.400, H88 1.092
68 C -4.5117 -1.1664 -0.2336  C67 1.400, C69 1.406, H89 1.090
69 C -5.4708 -0.7597 0.7112  C68 1.406, C70 1.402, H90 1.087
70 C -5.6331 0.5941 1.0356  C65 1.390, C69 1.402, H91 1.089
71 H -1.5142 2.8981 -2.9977  C48 1.097
72 H -0.6771 4.4292 -3.3879  C48 1.103
73 H -0.0450 2.8787 -4.0064  C48 1.099
74 H 3.3855 3.8943 -2.7010  C51 1.094
75 H 2.0039 3.6892 -3.8170  C51 1.095
76 H 2.2425 5.2380 -2.9837  C51 1.099
77 H 0.3204 2.2798 2.2350  C54 1.092
78 H 2.6678 2.4592 3.1535  C55 1.091
79 H 4.5639 3.1161 1.6856  C56 1.092
80 H 4.0937 3.7902 -0.7271  C57 1.087
81 H -1.2028 0.7604 -1.1163  C59 1.097
82 H -1.5026 4.4370 0.5299  C62 1.093
83 H -3.0482 5.2280 0.1584  C62 1.103
84 H -2.6889 4.7292 1.8369  C62 1.098
85 H -5.7443 2.7980 2.5077  C64 1.093
86 H -4.5654 4.1414 2.5152  C64 1.092
87 H -5.9146 4.1335 1.3470  C64 1.101
88 H -2.9897 -0.5071 -1.6719  C67 1.092
89 H -4.4323 -2.2203 -0.5019  C68 1.090
90 H -6.0985 -1.5075 1.1893  C69 1.087
91 H -6.3961 0.9569 1.7221  C70 1.089